The following is a quantum chemistry calculation of C6H5ClFN3 in the gas phase at a distorted geometry, from the Open Molecules 2025 dataset.

Each line ends with the natural charge from an NBO analysis.
Atoms and positions in Å:
C1 -1.0142 -0.6134 -0.0425  0.060
C2 -0.7133 0.8393 0.0050  0.009
C3 -0.0259 -1.7226 -0.1077  -0.182
C4 1.2709 -1.4362 -0.2123  -0.241
C5 0.6096 1.4072 0.2783  0.213
C6 1.8824 -0.1086 -0.4487  -0.199
N1 -2.3415 -0.7303 -0.0148  -0.213
N2 -1.8738 1.4290 0.2209  -0.217
N3 -2.7982 0.4506 0.1634  -0.148
F1 0.9429 2.4815 -0.5871  -0.371
Cl1 3.4303 -0.0803 0.4419  -0.044
H1 -0.3918 -2.6706 0.1734  0.231
H2 2.0890 -2.0969 0.0390  0.231
H3 0.6422 1.8821 1.2963  0.201
H4 2.1256 0.4091 -1.3950  0.251
H5 -3.8341 0.5602 0.1901  0.419

Atomic forces in eV per Å
0.65 1.37 -1.17
-1.49 -3.10 0.94
-0.47 2.16 0.33
0.51 0.29 -0.38
1.94 -0.01 -1.62
-1.35 3.34 2.11
1.47 -2.21 0.07
-1.01 0.55 -0.20
-0.59 1.72 0.02
-0.27 -1.11 0.50
-0.11 0.30 -0.01
-0.14 -1.06 0.12
-0.48 -0.88 -0.27
0.61 -1.08 -0.71
-0.82 -0.79 0.25
1.56 0.52 0.02

## Properties
lowest unoccupied orbital energy	0.0045	hartree
energy above the lowest of the compared OMol25 structures with the same formula, charge and spin	59.44	kJ/mol
HOMO level	-9.06	eV
F_max	0.08126	hartree/bohr
charge	0